1.
The following is a DFT calculation (ωB97M-V with the def2-TZVPD basis set) of C27H85HfN6O17S as an isolated structure at a distorted geometry.

The electronic energy is -85252.8864 eV. As for the charge: +1.

Element x y z (Å)
Hf -4.04216 -0.34459 -3.25442
S -4.61565 -2.07014 -5.61304
O -4.22078 -1.53145 -6.89315
O -5.19833 -3.39819 -5.60754
O -3.50653 -1.93267 -4.72875
O -5.41622 -1.10018 -4.87715
C 0.80491 -1.22989 -2.31329
C -0.64270 -1.20033 -1.81511
C -0.80054 -0.47920 -0.41204
O -1.68043 -0.72443 -2.70055
H 1.55328 -1.63913 -1.63462
H 1.10457 -0.20109 -2.51302
H 0.66978 -1.81984 -3.21981
H -0.89357 -2.26010 -1.76971
H -0.05592 -0.93790 0.23854
H -1.78660 -0.67420 0.00956
H -0.51950 0.56086 -0.57756
C 0.41924 -3.65109 1.00722
C 1.40009 -4.69345 0.40279
C 0.79378 -6.09562 0.46980
O 0.76260 -6.61959 1.76306
C 0.40564 -8.03561 1.88902
N 1.86364 -4.33367 -0.93503
H -0.48118 -3.37441 0.45878
H 1.14061 -2.83583 1.06274
H 0.20481 -3.83785 2.05947
H 2.22112 -4.59314 1.11267
H 1.22133 -6.87141 -0.16538
H -0.23108 -6.11027 0.09894
H -0.62147 -8.09779 1.52944
H 0.22596 -8.17603 2.95489
H 1.12665 -8.79396 1.58379
H 1.10829 -4.23409 -1.59808
H 2.42823 -5.07867 -1.31755
C 4.51668 -0.72693 -2.79280
C 4.85125 0.77877 -2.86721
C 3.77358 1.66902 -3.57481
O 3.87207 1.58244 -4.96639
C 2.97276 2.33719 -5.72279
N 5.34899 1.22489 -1.55577
H 3.56127 -0.83532 -2.27942
H 5.26776 -1.25342 -2.20391
H 4.35591 -1.20404 -3.75955
H 5.77845 0.85831 -3.43471
H 3.88474 2.67771 -3.17696
H 2.81190 1.34556 -3.17649
H 1.91485 2.19305 -5.50335
H 3.10860 2.09036 -6.77575
H 3.32867 3.36675 -5.68468
H 4.52882 1.34236 -0.97817
H 5.76437 2.13965 -1.45203
C -0.49736 0.08146 3.34329
C 0.36047 0.01766 4.60791
C 1.01642 1.35951 4.93666
O 1.84682 1.85823 3.92474
C 2.52909 3.01159 4.24930
N -0.45182 -0.49156 5.69217
H -1.20920 -0.74389 3.35624
H 0.10997 0.13952 2.44003
H -1.07663 1.00274 3.28175
H 1.08301 -0.79839 4.59725
H 1.47627 1.37392 5.92481
H 0.17813 2.05528 4.97220
H 2.67371 3.07902 5.32756
H 2.00556 3.83520 3.76383
H 3.47832 3.10588 3.72188
H -0.83748 -1.39267 5.44851
H 0.18556 -0.86639 6.38017
C -4.80640 -0.44278 3.03464
C -5.23356 0.86610 2.41510
C -4.04294 1.82526 2.08688
O -4.63945 3.01149 1.54338
C -5.03875 3.89816 2.57524
N -5.86848 0.42898 1.23819
H -4.39245 -0.17197 4.00592
H -4.02255 -1.03977 2.56849
H -5.61707 -1.12320 3.29530
H -5.77940 1.33849 3.23179
H -3.37185 1.36088 1.36433
H -3.36070 1.98662 2.92150
H -5.31624 4.86956 2.16601
H -4.22613 4.17017 3.24885
H -5.76660 3.42770 3.23630
H -6.21967 1.22259 0.72150
H -6.65751 -0.01343 1.68741
C -0.89434 5.76576 1.44804
C -1.16244 5.63081 0.02058
C -0.40238 4.43841 -0.67175
O -0.57395 4.41002 -2.09655
C 0.30310 3.62264 -2.74043
N -2.57774 5.50446 -0.27984
H 0.14292 6.03995 1.64042
H -1.14800 4.84921 1.98067
H -1.51992 6.60164 1.76120
H -0.80175 6.54564 -0.44963
H -0.71436 3.55301 -0.11785
H 0.63402 4.73254 -0.50602
H 0.23924 3.61770 -3.82855
H 0.28111 2.57535 -2.43909
H 1.37177 3.79432 -2.61179
H -2.94500 4.66908 0.15300
H -2.67398 5.30850 -1.26596
C 3.26750 -1.14963 2.32376
C 3.48963 -0.37950 1.06270
C 3.35115 1.14506 1.34537
O 3.31741 1.78248 0.08263
C 3.01368 3.12655 0.26439
N 4.81671 -0.74153 0.54544
H 3.98383 -0.87897 3.09946
H 3.49097 -2.20373 2.15935
H 2.23659 -1.12555 2.67696
H 2.70865 -0.64233 0.34920
H 4.05392 1.51798 2.09046
H 2.36269 1.24892 1.79289
H 3.39815 3.44338 -0.70509
H 3.61947 3.61677 1.02650
H 1.92948 3.22453 0.31920
H 4.70995 -1.72821 0.35792
H 4.87281 -0.29964 -0.36103
O 4.29368 -3.28600 -0.31590
H 3.33770 -3.32884 -0.29351
H 4.57284 -4.19767 -0.40068
O -0.43806 -3.16274 -5.98971
H -1.20469 -3.23892 -5.42165
H 0.27188 -3.56596 -5.49007
O -3.82043 -2.67392 0.44165
H -3.40387 -2.61043 1.30112
H -3.83496 -3.61175 0.25068
O -3.25651 1.82849 -2.61039
H -3.81140 2.60803 -2.58470
H -2.37751 2.15306 -2.41480
O -4.14956 -0.16885 -0.82982
H -4.83892 0.27952 -0.33994
H -3.95711 -0.95074 -0.31230
O -2.44638 -4.32290 -2.09201
H -2.40430 -4.91625 -1.34208
H -1.60688 -3.86315 -2.08167


2.
The following is a DFT calculation (ωB97M-V with the def2-TZVPD basis set) of a 7-piece molecular cluster, C26H75N6O8 overall at a distorted geometry.

As for the charge: +5. The relative energy (zero: lowest compared OMol25 entry of this formula, charge and spin) comes out at 235.8 kJ/mol.

Element x y z (Å)
C 8.80859 -3.79988 0.61992
C 8.69711 -3.15462 2.10259
C 8.91797 -1.66851 1.91278
O 10.21280 -1.32221 1.39409
C 10.49704 0.13510 1.19774
N 7.27360 -3.37482 2.53149
H 6.80346 -4.25287 2.36384
H 7.23438 -3.12934 3.51041
H 6.67705 -2.69221 2.08620
H 9.77615 -3.61982 0.15142
H 8.18551 -3.29188 -0.11616
H 8.64825 -4.87405 0.71239
H 9.29077 -3.65608 2.86692
H 8.90161 -1.17498 2.88452
H 8.07759 -1.42372 1.26322
H 10.68119 0.58976 2.17113
H 9.70180 0.71567 0.73017
H 11.49605 0.22928 0.77210
C 26.86416 5.49491 -1.16984
C 25.78300 6.32694 -0.51669
C 25.84582 7.86450 -0.77603
O 24.89332 8.49801 0.14399
C 25.13299 9.82177 0.50935
N 24.38807 5.77532 -0.97297
H 24.49439 4.79930 -0.73589
H 23.62510 6.00233 -0.35134
H 24.17889 5.91494 -1.95116
H 27.09883 4.50642 -0.77497
H 27.81961 5.95502 -0.91778
H 26.67600 5.39879 -2.23917
H 25.70402 6.21333 0.56448
H 25.56854 8.04106 -1.81528
H 26.87291 8.22819 -0.74608
H 24.32483 10.26256 1.09301
H 25.16619 10.48486 -0.35512
H 26.04042 9.84749 1.11269
C 7.73131 9.45075 -5.39156
C 6.83313 8.28812 -5.87269
C 5.38259 8.63164 -6.37862
O 5.56727 9.37097 -7.58569
C 4.36614 9.61620 -8.37940
N 7.55831 7.30217 -6.91339
H 7.17755 7.24462 -7.84709
H 8.50552 7.50945 -7.19610
H 7.46159 6.34842 -6.59543
H 7.13628 10.12685 -4.77760
H 8.16422 10.02474 -6.21083
H 8.64658 9.05769 -4.94897
H 6.55384 7.64713 -5.03649
H 4.77797 9.13363 -5.62327
H 4.96871 7.66806 -6.67578
H 4.06612 8.58506 -8.56606
H 4.83229 9.98807 -9.29184
H 3.69681 10.36865 -7.96237
C 11.67086 14.55465 0.93018
C 12.74846 14.58298 2.03957
C 14.16579 14.80380 1.44414
O 15.14392 15.18248 2.44367
C 16.32154 15.85270 2.06587
N 12.32631 15.75260 2.93504
H 11.96778 16.43754 2.28510
H 11.48126 15.66988 3.48197
H 13.10297 16.16137 3.43484
H 10.66250 14.41472 1.31970
H 11.99355 13.73431 0.28908
H 11.66384 15.44083 0.29557
H 12.62973 13.84481 2.83274
H 14.05241 15.55697 0.66440
H 14.55761 13.95913 0.87749
H 17.14251 15.15003 2.20861
H 16.53686 16.67918 2.74312
H 16.31986 16.07795 0.99939
C 16.36627 0.68939 -4.76120
C 15.61373 1.19623 -6.04888
C 14.13517 0.80990 -5.90935
O 13.25812 1.47770 -6.76033
C 13.40523 1.29362 -8.18156
N 15.81709 2.72493 -5.97675
H 15.50982 3.20458 -6.81079
H 15.29958 3.26447 -5.29765
H 16.81015 2.84498 -5.83704
H 15.89979 1.21466 -3.92778
H 17.43488 0.88986 -4.68396
H 16.18468 -0.34680 -4.47583
H 16.03102 0.98006 -7.03236
H 13.70655 0.88775 -4.91019
H 14.12364 -0.28003 -5.90547
H 12.47990 1.32012 -8.75703
H 13.82175 0.33310 -8.48489
H 14.02145 2.09357 -8.59197
C 19.36670 12.43806 -4.18190
C 17.86211 12.52530 -3.99865
C 17.37851 13.82066 -4.56649
O 15.98636 13.91540 -4.47465
C 15.44431 14.84316 -5.47442
N 17.11098 11.30317 -4.61698
H 16.95051 11.37401 -5.61163
H 17.53748 10.41497 -4.39492
H 16.17838 11.31703 -4.22947
H 19.77725 11.85607 -3.35677
H 19.84724 13.41302 -4.10056
H 19.69201 12.02103 -5.13497
H 17.58192 12.43261 -2.94936
H 17.75123 13.93234 -5.58468
H 17.78928 14.62720 -3.95917
H 14.36472 14.96138 -5.38169
H 15.63268 14.42659 -6.46391
H 15.91448 15.82653 -5.46866
C 16.10254 8.09957 1.86624
C 15.69228 7.36082 0.63211
O 16.58966 6.79644 -0.05095
O 14.49971 7.36518 0.26175
H 15.21405 8.61820 2.22642
H 16.77753 8.83866 1.43469
H 16.39711 7.44008 2.68257


3.
The following is a DFT calculation (ωB97M-V with the def2-TZVPD basis set) of one molecule with the formula C5H4N2 at a distorted geometry.

The relative energy (zero: lowest compared OMol25 entry of this formula, charge and spin) comes out at 507.0 kJ/mol.

Element x y z (Å)
C 2.33350 -0.34056 -0.47514
C 1.23210 -0.34930 0.04237
C 0.13257 0.03162 1.01578
C -0.44579 -0.86183 0.06767
C -1.47174 -0.13380 -0.57649
N -1.56419 1.08515 -0.11011
N -0.58635 1.18806 0.79404
H 3.36391 -0.26469 -0.73411
H -0.42565 -1.93952 0.07850
H -2.14412 -0.50315 -1.31125
H -0.42424 2.08801 1.20874


4.
The following is a DFT calculation (ωB97M-V with the def2-TZVPD basis set) of a 3-piece molecular cluster, C3H12O2S2 overall at a distorted geometry.

The relative energy (zero: lowest compared OMol25 entry of this formula, charge and spin) comes out at 86.8 kJ/mol. The SMILES is CCCSS.O.O.

Element x y z (Å)
C 0.65392 -1.03903 0.77397
C 2.10824 -1.40297 0.44468
C 0.32072 -1.26836 2.20922
S -1.32486 -0.66796 2.74907
S -2.57382 -1.85342 1.59398
H 0.35565 -0.08435 0.32786
H 0.04798 -1.64920 0.08711
H 2.56870 -0.91380 -0.40841
H 2.20515 -2.49163 0.48429
H 2.77372 -1.14030 1.27997
H 0.40326 -2.31369 2.49327
H 0.94817 -0.71452 2.91581
H -2.98837 -1.00846 0.63319
H -0.04955 6.42202 -4.14185
H 0.15299 5.04588 -4.70349
O 0.02840 5.51193 -3.86220
H 3.70967 1.32433 -5.11300
H 4.09833 2.52883 -5.90276
O 3.45396 1.80280 -5.90929


5.
The following is a DFT calculation (ωB97M-V with the def2-TZVPD basis set) of an isolated ion of composition C5H12NO2 and charge -1 at a distorted geometry.

As for the charge: -1. The relative energy (zero: lowest compared OMol25 entry of this formula, charge and spin) comes out at 506.0 kJ/mol. The SMILES is CN[C@H](C[O-])CCO.

Element x y z (Å)
C 2.56666 -1.00574 -0.48074
N 1.17527 -0.84752 -1.00025
C 0.40005 -0.22805 0.12926
C -0.15949 1.12558 -0.60057
C -0.78352 2.12682 0.32713
O -2.25154 2.17491 0.26835
C -0.71640 -1.13845 0.73433
O -0.35045 -2.34796 0.39460
H 3.28881 -0.46662 -1.17794
H 2.54801 -0.41604 0.41384
H 2.89360 -2.07291 -0.30832
H 0.81432 -1.85426 -1.16872
H 0.95812 0.06122 0.94654
H 0.86402 1.60964 -0.82328
H -0.67557 0.78970 -1.55131
H -0.66952 1.99650 1.44460
H -0.43107 3.04548 0.34996
H -2.48934 1.32406 0.63187
H -0.60661 -1.16608 1.86473
H -1.74948 -0.81449 0.41970


6.
The following is a DFT calculation (ωB97M-V with the def2-TZVPD basis set) of one molecule with the formula C16H22ClN3OS at a distorted geometry.

The relative energy (zero: lowest compared OMol25 entry of this formula, charge and spin) comes out at 12.9 kJ/mol. The SMILES is CCCCCC(=O)NNC1=NC[C@H](Cc2cccc(Cl)c2)S1.

Element x y z (Å)
C -2.34399 -1.10518 -2.74810
C -2.85310 -0.12807 -1.69552
C -3.95567 -0.75023 -0.84414
C -4.46696 0.16895 0.26502
H -4.63099 1.17262 -0.13068
H -5.42563 -0.21394 0.62187
C -3.51484 0.26437 1.46271
C -2.38530 1.24542 1.23549
O -2.53402 2.40334 0.92621
N -1.14987 0.74021 1.55940
H -0.98160 -0.25651 1.52715
N 0.00941 1.49434 1.36718
C 0.52397 1.56534 0.11179
N 0.14787 0.87440 -0.87035
C 0.95212 1.06744 -2.04006
H 1.01749 0.12897 -2.59155
H 0.45978 1.80745 -2.68285
C 2.34542 1.56058 -1.61112
H 2.79657 2.21330 -2.35855
C 3.30745 0.40536 -1.27587
C 2.73036 -0.48209 -0.21024
C 1.90405 -1.54792 -0.54447
C 1.25475 -2.25387 0.45194
C 1.43385 -1.93982 1.78924
C 2.29533 -0.90931 2.12128
C 2.93665 -0.18519 1.13244
H 3.59221 0.62819 1.40388
H 2.45650 -0.66260 3.15951
H 0.91636 -2.49903 2.55313
Cl 0.17856 -3.53879 0.01538
H 1.74825 -1.82180 -1.57618
H 4.25390 0.83068 -0.93705
H 3.48736 -0.16036 -2.19278
S 1.99748 2.56276 -0.11906
H 0.04192 2.34381 1.91809
H -3.12413 -0.72132 1.71695
H -4.07276 0.64537 2.32193
H -3.59301 -1.68282 -0.40339
H -4.79500 -1.00552 -1.49648
H -2.01409 0.18097 -1.07138
H -3.24390 0.76585 -2.18647
H -3.15474 -1.43382 -3.39582
H -1.58079 -0.63444 -3.36261
H -1.90843 -1.98148 -2.27265